Entry 1:
Below is a structure of composition C4H12IN2, with properties calculated with ωB97M-V with the def2-TZVPD basis set.

Summary:
- Total charge: +1
- Highest occupied orbital energy: -12.74 eV
- Orbital gap: 0.340 Eh

Cartesian coordinates (Å):
C  0.390  -1.243  1.077
C  -1.012  0.763  0.946
C  1.097  0.484  -1.033
C  -0.333  -0.298  0.172
N  1.791  1.440  -0.459
N  -1.327  -0.912  -0.692
I  -0.138  1.095  -2.950
H  0.766  -2.178  0.650
H  -0.191  -1.360  2.041
H  1.300  -0.759  1.229
H  -0.852  1.765  0.409
H  -0.561  0.781  1.991
H  -2.014  0.461  1.167
H  1.697  -0.363  -1.411
H  2.748  1.457  -0.692
H  1.519  2.260  0.064
H  -2.181  -0.941  -0.064
H  -1.270  -1.945  -0.782
H  -1.428  -0.507  -1.663

In the Mulliken picture, each atom carries the following charge in e:
1. C -1.596
2. C -1.372
3. C -0.530
4. C 0.662
5. N -0.194
6. N -0.080
7. I -0.072
8. H 0.483
9. H 0.355
10. H 0.445
11. H 0.250
12. H 0.331
13. H 0.489
14. H 0.506
15. H 0.248
16. H 0.209
17. H 0.401
18. H 0.386
19. H 0.079

Entry 2:
Below is a structure of composition C46H34N3O2PtSSb, with properties calculated with ωB97M-V with the def2-TZVPD basis set.

Summary:
- Total charge: +2
- Highest occupied orbital energy (alpha / beta): -12.94 / -12.93 eV
- Spin multiplicity: 5
- ⟨S²⟩: 6.05
- Orbital gap (alpha / beta): 0.225 / 0.109 Eh

Cartesian coordinates (Å):
Pt  -20.450  -11.007  -1.770
S  -24.289  -9.086  -3.056
C  -23.583  -8.277  -1.620
C  -24.025  -7.132  -0.871
C  -23.500  -6.876  0.366
C  -22.343  -7.499  0.803
C  -21.829  -8.602  0.052
C  -22.469  -8.957  -1.177
N  -22.151  -10.007  -1.959
C  -23.007  -10.272  -2.901
C  -22.610  -11.370  -3.743
C  -23.168  -11.777  -5.015
C  -22.708  -12.941  -5.615
C  -21.603  -13.597  -5.121
C  -20.865  -13.001  -4.053
C  -21.400  -11.950  -3.312
H  -24.762  -6.368  -1.317
H  -23.976  -6.173  0.992
H  -21.918  -7.174  1.769
H  -20.924  -9.078  0.392
H  -23.939  -11.154  -5.528
H  -23.082  -13.277  -6.571
H  -21.374  -14.619  -5.508
H  -19.834  -13.275  -3.901
O  -20.598  -8.445  -3.488
C  -19.659  -8.387  -2.687
N  -18.844  -7.275  -2.408
C  -17.800  -7.613  -1.462
C  -18.122  -9.061  -1.077
O  -17.363  -9.748  -0.449
N  -19.286  -9.365  -1.742
C  -16.487  -7.555  -2.181
C  -15.935  -8.726  -2.810
C  -14.919  -8.608  -3.722
C  -14.307  -7.368  -3.979
C  -14.556  -6.356  -3.107
C  -15.625  -6.476  -2.173
C  -17.902  -6.803  -0.189
C  -16.864  -7.033  0.732
C  -16.892  -6.366  1.941
C  -17.949  -5.563  2.379
C  -18.902  -5.351  1.453
C  -18.945  -6.030  0.174
H  -18.925  -6.554  -3.091
H  -16.430  -9.706  -2.608
H  -14.632  -9.543  -4.201
H  -13.659  -7.203  -4.865
H  -13.912  -5.493  -2.946
H  -15.857  -5.617  -1.547
H  -16.044  -7.792  0.596
H  -16.041  -6.584  2.630
H  -18.015  -5.204  3.389
H  -19.833  -4.782  1.691
H  -19.655  -5.648  -0.534
C  -19.028  -17.341  -1.073
C  -18.644  -16.869  0.243
C  -19.024  -15.598  0.627
C  -19.776  -14.786  -0.173
C  -20.120  -15.242  -1.391
C  -19.775  -16.522  -1.909
Sb  -20.598  -12.843  0.108
C  -19.485  -12.294  1.959
C  -19.666  -13.068  3.110
C  -18.877  -12.795  4.245
C  -18.142  -11.676  4.315
C  -17.919  -10.893  3.180
C  -18.545  -11.262  1.957
C  -22.487  -13.283  1.065
C  -23.192  -14.408  0.720
C  -24.382  -14.730  1.355
C  -24.886  -13.952  2.355
C  -24.072  -12.957  2.885
C  -22.927  -12.539  2.191
H  -18.812  -18.304  -1.410
H  -18.148  -17.595  0.941
H  -18.704  -15.223  1.628
H  -20.710  -14.542  -1.987
H  -20.223  -16.883  -2.824
H  -20.387  -13.873  2.998
H  -18.816  -13.518  5.074
H  -17.582  -11.535  5.183
H  -17.321  -10.004  3.108
H  -18.362  -10.691  1.044
H  -22.817  -15.051  -0.080
H  -24.927  -15.633  1.017
H  -25.830  -14.116  2.779
H  -24.362  -12.372  3.741
H  -22.341  -11.751  2.659

In the Mulliken picture, each atom carries the following charge in e:
1. Pt 2.411
2. S -0.192
3. C 0.732
4. C -0.415
5. C -0.648
6. C -0.893
7. C -0.351
8. C -0.199
9. N 0.055
10. C 0.200
11. C 1.331
12. C -0.559
13. C -0.710
14. C -0.503
15. C -0.094
16. C -0.788
17. H 0.356
18. H 0.520
19. H 0.483
20. H 0.436
21. H 0.421
22. H 0.444
23. H 0.409
24. H 0.551
25. O -0.627
26. C -0.275
27. N -0.155
28. C 4.323
29. C -1.328
30. O -0.611
31. N -0.040
32. C 0.086
33. C -0.722
34. C -0.472
35. C -0.564
36. C -0.718
37. C -0.336
38. C -0.741
39. C -0.364
40. C -0.641
41. C -0.713
42. C -0.812
43. C -0.313
44. H 0.290
45. H 0.236
46. H 0.386
47. H 0.392
48. H 0.392
49. H 0.433
50. H 0.421
51. H 0.355
52. H 0.477
53. H 0.397
54. H 0.496
55. C -0.466
56. C -0.638
57. C -0.251
58. C 0.789
59. C -0.497
60. C -0.875
61. Sb 0.323
62. C 0.348
63. C -0.626
64. C -0.648
65. C -0.675
66. C -0.626
67. C -0.335
68. C 0.448
69. C -0.400
70. C -0.609
71. C -0.571
72. C -0.655
73. C -0.433
74. H 0.461
75. H 0.374
76. H 0.365
77. H 0.172
78. H 0.393
79. H 0.630
80. H 0.382
81. H 0.410
82. H 0.557
83. H 0.330
84. H 0.390
85. H 0.355
86. H 0.489
87. H 0.392
88. H 0.447

Entry 3:
Below is a structure of composition C10H24CrN4O7, with properties calculated with ωB97M-V with the def2-TZVPD basis set.

Summary:
- Total charge: +1
- Highest occupied orbital energy (alpha / beta): -10.38 / -10.45 eV
- Spin multiplicity: 4
- ⟨S²⟩: 3.93
- Orbital gap (alpha / beta): 0.224 / 0.219 Eh

Cartesian coordinates (Å):
O  -2.113  0.920  -3.373
H  -3.064  0.914  -3.558
Cr  -0.339  -0.472  0.051
N  -1.939  -0.049  1.140
N  -0.319  1.522  -0.040
N  0.080  -2.342  0.555
N  1.572  -0.635  -0.483
O  -2.449  -0.939  1.932
O  -0.691  -3.048  1.452
O  2.245  0.368  -1.093
O  0.620  2.249  -0.587
C  -1.392  2.133  0.506
C  -2.339  1.249  1.111
C  1.306  -2.805  0.278
C  2.182  -1.804  -0.265
C  -3.663  1.676  1.639
H  -4.407  1.688  0.828
H  -3.608  2.690  2.049
H  -4.009  0.987  2.415
C  -1.467  3.611  0.418
H  -1.251  3.939  -0.604
H  -0.735  4.092  1.082
H  -2.459  3.966  0.699
C  1.716  -4.194  0.614
C  3.619  -2.011  -0.571
H  0.903  -4.907  0.425
H  2.011  -4.281  1.670
H  2.579  -4.476  -0.004
H  4.127  -1.055  -0.728
H  3.731  -2.620  -1.475
H  4.114  -2.545  0.246
H  -1.410  -2.383  1.703
H  1.582  1.213  -0.945
C  -1.389  1.493  -4.425
H  -1.732  2.522  -4.613
H  -1.464  0.928  -5.366
H  -0.327  1.518  -4.137
O  -1.157  -0.740  -1.687
H  -1.582  -0.040  -2.316
H  -1.517  -1.612  -1.933
C  1.518  0.623  2.765
O  0.444  -0.242  2.414
H  2.403  0.252  2.238
H  1.707  0.615  3.845
H  1.314  1.649  2.438
H  -0.275  -0.200  3.073

In the Mulliken picture, each atom carries the following charge in e:
1. O -0.495
2. H 0.269
3. Cr -0.537
4. N 1.111
5. N 1.311
6. N 0.372
7. N 0.850
8. O -0.836
9. O -0.488
10. O -0.588
11. O -0.884
12. C 0.276
13. C 0.139
14. C 0.407
15. C 0.361
16. C -1.512
17. H 0.282
18. H 0.422
19. H 0.367
20. C -1.489
21. H 0.313
22. H 0.274
23. H 0.471
24. C -1.484
25. C -1.699
26. H 0.408
27. H 0.319
28. H 0.437
29. H 0.396
30. H 0.384
31. H 0.419
32. H 0.467
33. H 0.387
34. C -0.568
35. H 0.280
36. H 0.285
37. H 0.233
38. O -0.516
39. H 0.411
40. H 0.298
41. C -0.682
42. O -0.254
43. H 0.195
44. H 0.346
45. H 0.245
46. H 0.297

Taking the records one at a time from the top gives max |F| values of 4.7, 3.9, 3.8 eV/Å.